A molecular structure, C37H38ClFN4O11P3RbS3 in a non-equilibrium geometry, computed with the ωB97M-V functional and the def2-TZVPD basis.

```
99
Properties=species:S:1:pos:R:3:forces:R:3
Rb -0.252527 1.050182 -0.315463 -1.1 -2.5 -0.6
C -0.591961 -4.847514 1.047043 0.0 0.0 -0.1
C -0.616854 -4.658097 -0.476658 0.0 -0.2 0.1
S -0.913904 -2.979266 -1.069370 0.1 0.3 -0.1
C -2.605215 -2.998213 -1.712009 -0.1 0.1 0.1
C -3.685360 -3.566586 -0.801934 0.0 -0.1 -0.1
S -4.256027 -2.543789 0.576451 -0.1 0.1 0.0
C -2.850056 -2.421419 1.705411 0.2 -0.1 -0.1
C -2.601364 -3.597684 2.632319 -0.1 0.0 0.0
S -2.173725 -5.184883 1.863622 -0.1 0.0 0.0
H -0.129870 -3.985374 1.526998 0.0 -0.1 0.0
H 0.031458 -5.714152 1.274222 0.0 0.0 0.0
H -1.334966 -5.335262 -0.943153 0.0 0.0 0.0
H 0.369078 -4.918394 -0.866321 0.0 0.0 0.0
H -2.610607 -3.512825 -2.673043 0.0 -0.1 0.0
H -2.802470 -1.943780 -1.920940 0.0 0.0 0.0
H -3.400560 -4.543604 -0.414357 0.0 0.0 -0.1
H -4.589203 -3.708013 -1.401572 0.0 0.0 0.0
H -3.037636 -1.532722 2.310153 0.0 0.0 0.0
H -1.955000 -2.211782 1.123783 0.0 0.0 0.0
H -3.499127 -3.830556 3.208779 0.0 0.0 0.0
H -1.814385 -3.324838 3.340672 0.0 0.0 0.0
Cl 0.759593 -1.538527 1.550437 0.3 -0.2 0.5
C 2.211791 -1.316267 2.532189 -0.2 -0.1 -0.2
C 2.338735 -2.067923 3.688095 0.0 0.0 0.0
C 3.495600 -1.931375 4.440641 0.0 0.0 0.0
C 4.493597 -1.060549 4.021872 -0.1 0.0 -0.1
C 4.334206 -0.322117 2.856573 0.0 0.0 0.0
C 3.182823 -0.431575 2.076900 -0.1 0.0 0.0
P 2.751076 0.588743 0.587105 1.0 -0.3 0.0
C 4.089318 1.845026 0.742479 -0.1 0.0 -0.1
C 5.319523 1.768724 0.096621 0.0 0.0 0.0
C 6.269790 2.770135 0.261731 -0.1 0.0 0.1
C 5.998487 3.861522 1.076857 0.0 -0.1 0.0
C 4.772602 3.946205 1.725548 0.0 -0.1 0.0
C 3.823979 2.946574 1.557418 -0.1 0.0 0.0
C 3.399860 -0.541783 -0.743121 0.0 -0.1 0.1
C 3.365817 -0.105518 -2.071044 -0.1 0.1 0.1
C 3.725247 -0.953942 -3.110727 0.0 0.0 0.0
C 4.136232 -2.252807 -2.848060 0.0 0.0 0.1
C 4.167955 -2.706289 -1.534070 -0.1 0.1 0.0
C 3.797690 -1.859912 -0.495399 0.1 0.0 0.0
H 1.544080 -2.738809 3.988583 0.0 0.0 0.0
H 3.611547 -2.502777 5.353359 0.0 0.0 0.0
H 5.399474 -0.952437 4.605614 0.0 0.0 0.0
H 5.113537 0.361264 2.541955 0.0 0.0 0.0
H 5.535410 0.929111 -0.553922 0.0 0.0 0.0
H 7.215884 2.701099 -0.262399 0.0 0.0 0.0
H 6.731330 4.651499 1.188845 0.0 0.0 0.0
H 4.536898 4.805797 2.341261 0.0 0.0 0.0
H 2.853545 3.023820 2.040791 0.1 0.0 -0.1
H 3.006414 0.891038 -2.298177 0.0 0.0 0.0
H 3.624344 -0.598517 -4.127474 0.0 0.0 0.1
H 4.405261 -2.914956 -3.663305 0.0 0.0 0.0
H 4.469750 -3.724642 -1.312887 0.0 0.0 0.0
H 3.825320 -2.243570 0.518000 0.0 0.0 0.0
O 0.275698 4.056682 -2.193181 0.2 0.3 0.2
P 1.626260 3.811106 -1.265137 -0.1 0.1 0.0
O 2.762041 4.602750 -1.758289 0.0 0.1 0.2
O 1.673978 2.320788 -1.127233 1.0 0.7 -0.4
O 1.024875 4.442777 0.129811 0.2 0.0 0.0
P -0.029982 3.742031 1.152083 0.1 0.6 -0.1
O -1.231057 3.412416 0.076876 0.4 0.6 0.0
O -0.522620 4.706697 2.169341 0.0 0.0 0.0
O 0.509826 2.441140 1.645885 0.1 0.3 0.7
H 0.525203 3.823460 -3.097010 -0.3 -0.1 -0.2
H -0.811347 3.560481 -0.799543 -0.8 0.3 -0.1
N -1.984879 2.554952 3.409553 -0.1 -0.1 -0.1
C -1.629931 1.239674 3.429664 -0.1 0.2 0.1
N -2.644983 0.415033 3.525010 -0.1 0.2 0.1
C -3.757555 1.251338 3.541618 -0.1 -0.4 0.0
C -5.114199 0.930023 3.615998 -0.1 0.0 0.0
C -6.031317 1.964596 3.596423 0.1 0.1 0.0
C -5.611788 3.306558 3.499403 0.0 -0.1 0.0
C -4.272169 3.640985 3.425914 -0.1 -0.1 0.0
C -3.361321 2.585970 3.454485 0.3 0.3 0.0
H -1.374060 3.347365 3.169762 0.0 0.0 0.0
H -0.593150 0.943732 3.368210 0.0 0.1 -0.1
H -5.432190 -0.104782 3.674411 0.0 0.0 0.0
H -7.090683 1.742547 3.642351 0.0 0.0 0.0
H -6.356122 4.092859 3.471807 0.0 0.0 0.0
H -3.941586 4.667511 3.330953 0.0 0.0 0.0
F -4.533693 2.387575 -4.801757 0.0 0.1 0.0
C -3.928437 1.197201 -4.937917 -0.5 -0.1 -0.4
C -2.807703 0.912674 -4.287724 0.6 -0.1 0.7
N -2.183550 -0.313463 -4.342581 0.2 -0.1 -0.4
C -0.778193 -0.416520 -3.874137 -1.0 -0.3 0.5
C 0.173945 0.572486 -4.533351 0.5 0.5 -0.5
O -0.352638 1.586573 -5.045945 0.1 -0.1 0.1
O 1.367506 0.235345 -4.434402 -0.2 0.2 -0.1
C -2.672139 -1.296781 -5.178323 0.1 0.1 0.1
O -2.158573 -2.386768 -5.344816 0.0 -0.1 0.1
N -3.845049 -0.962510 -5.839498 0.0 -0.1 0.0
C -4.538427 0.240412 -5.833313 0.1 0.1 0.1
O -5.534055 0.400082 -6.511542 -0.2 0.0 -0.1
H -2.364232 1.637742 -3.622594 0.1 0.0 -0.1
H -0.446813 -1.433726 -4.035322 0.0 -0.1 0.1
H -0.783067 -0.199812 -2.800148 0.0 -0.2 -0.1
H -4.208256 -1.676889 -6.452718 0.0 0.0 0.0
```
Positions in Å, forces in eV/Å.

Computed properties:
relative energy (zero: lowest compared OMol25 entry of this formula, charge and spin)	0.682	eV
total charge	-2
Kohn-Sham gap	7.0	eV
E_HOMO	-3.68	eV

Results of the Mulliken charge analysis, in e, for atoms 1 through 8: atom 1 (Rb): 0.931, atom 2 (C): 0.169, atom 3 (C): -1.121, atom 4 (S): 0.176, atom 5 (C): -0.542, atom 6 (C): -0.832, atom 7 (S): -0.201, atom 8 (C): 1.705